C27H66F9O11PS | ωB97M-V/def2-TZVPD

XYZ file:
```
115
Properties=species:S:1:pos:R:3:lowdin_charge:R:1
O 2.05 0.52 1.52 -0.234
P 2.31 1.00 2.88 0.320
O 3.76 1.61 3.10 -0.075
O 2.25 -0.13 3.99 -0.070
O 1.24 2.08 3.37 -0.203
C 1.48 3.46 3.01 -0.209
C 0.16 4.20 2.84 -0.140
C -0.87 3.42 1.97 -0.154
C -2.27 3.33 2.59 -0.075
C -2.43 2.40 3.78 -0.445
F -1.27 2.15 4.42 0.125
F -3.23 3.04 4.70 0.095
C -3.21 1.07 3.55 -0.435
F -4.44 1.40 3.12 0.123
F -3.34 0.45 4.73 0.136
S -2.49 -0.15 2.30 0.777
F -2.18 -1.23 3.43 -0.130
F -3.95 -0.81 2.13 -0.150
F -2.81 0.86 1.12 -0.127
F -1.04 0.42 2.46 -0.126
F -1.94 -1.17 1.22 -0.104
H 4.05 2.02 2.28 0.094
H 1.41 -0.60 3.91 0.092
H 2.09 3.55 2.11 0.120
H 2.05 3.91 3.83 0.128
H 0.40 5.13 2.33 0.116
H -0.28 4.39 3.81 0.112
H -0.99 3.99 1.04 0.119
H -0.47 2.45 1.67 0.095
H -2.52 4.33 2.94 0.135
H -3.01 3.12 1.82 0.119
C -8.12 -1.05 4.43 -0.059
C -8.24 -1.78 3.10 -0.494
C -6.91 -2.35 2.65 -0.060
O -8.76 -0.89 2.10 -0.053
H -7.42 -0.22 4.35 0.077
H -9.08 -0.64 4.74 0.079
H -7.76 -1.72 5.21 0.080
H -8.97 -2.58 3.19 0.137
H -6.17 -1.56 2.51 0.060
H -7.02 -2.87 1.70 0.068
H -6.52 -3.06 3.38 0.086
H -8.13 -0.17 2.00 0.083
C 3.20 -1.94 -2.16 -0.068
C 1.78 -1.92 -1.61 -0.491
C 1.14 -0.55 -1.75 -0.058
O 1.77 -2.30 -0.23 -0.059
H 3.83 -1.23 -1.63 0.075
H 3.64 -2.93 -2.04 0.079
H 3.21 -1.67 -3.22 0.081
H 1.17 -2.66 -2.13 0.135
H 1.71 0.20 -1.19 0.074
H 0.13 -0.55 -1.35 0.070
H 1.10 -0.23 -2.80 0.068
H 2.29 -1.65 0.26 0.061
C -4.03 1.44 -3.27 -0.058
C -2.53 1.64 -3.37 -0.483
C -1.84 0.36 -3.80 -0.058
O -2.00 2.10 -2.12 -0.058
H -4.26 0.67 -2.52 0.059
H -4.53 2.36 -2.95 0.079
H -4.46 1.12 -4.22 0.085
H -2.32 2.44 -4.09 0.136
H -2.01 -0.43 -3.07 0.073
H -0.76 0.51 -3.87 0.062
H -2.21 0.01 -4.77 0.084
H -2.17 1.41 -1.47 0.065
C 0.56 1.80 9.37 -0.064
C 0.12 1.80 7.91 -0.499
C -0.89 0.70 7.63 -0.055
O 1.25 1.68 7.05 -0.055
H 1.05 0.85 9.62 0.081
H 1.28 2.60 9.55 0.078
H -0.28 1.93 10.04 0.079
H -0.33 2.76 7.67 0.136
H -0.45 -0.29 7.83 0.084
H -1.19 0.72 6.59 0.056
H -1.78 0.80 8.26 0.083
H 1.67 0.83 7.23 0.084
C 7.60 -0.47 -1.86 -0.061
C 6.70 -0.98 -2.97 -0.502
C 7.50 -1.32 -4.22 -0.068
O 5.69 -0.01 -3.28 -0.064
H 8.12 0.45 -2.17 0.079
H 7.01 -0.23 -0.97 0.076
H 8.36 -1.21 -1.59 0.079
H 6.17 -1.86 -2.63 0.126
H 8.01 -0.44 -4.61 0.080
H 6.84 -1.69 -5.01 0.076
H 8.25 -2.09 -4.02 0.082
H 6.13 0.79 -3.59 0.084
C -5.41 -1.98 -0.81 -0.054
C -5.70 -1.91 -2.30 -0.499
C -6.60 -3.04 -2.76 -0.058
O -4.47 -1.92 -3.04 -0.064
H -4.89 -2.91 -0.56 0.092
H -4.77 -1.15 -0.51 0.066
H -6.33 -1.93 -0.23 0.064
H -6.17 -0.95 -2.54 0.133
H -6.12 -4.01 -2.57 0.082
H -6.79 -2.97 -3.83 0.079
H -7.56 -3.03 -2.23 0.081
H -4.03 -2.75 -2.86 0.090
C 7.63 -2.11 -9.39 -0.063
C 8.23 -1.19 -8.34 -0.501
C 9.36 -0.35 -8.92 -0.064
O 8.69 -1.95 -7.22 -0.062
H 8.38 -2.81 -9.77 0.080
H 6.82 -2.70 -8.96 0.079
H 7.24 -1.54 -10.24 0.079
H 7.46 -0.53 -7.95 0.137
H 10.17 -0.99 -9.28 0.080
H 9.78 0.30 -8.15 0.078
H 9.02 0.27 -9.75 0.079
H 9.38 -2.54 -7.53 0.087
```

Properties
LUMO level = 0.38 eV
SMILES = O=P(O)(O)OCCCCC(F)(F)C(F)(F)S(F)(F)(F)(F)F.CC(C)O.CC(C)O.CC(C)O.CC(C)O.CC(C)O.CC(C)O.CC(C)O
DFT total energy = -96175.1694 eV



C27H66IO14P4S | ωB97M-V/def2-TZVPD

XYZ file:
```
113
Properties=species:S:1:pos:R:3:lowdin_charge:R:1
C 3.42 -2.78 3.64 -0.056
C 2.72 -2.21 2.38 -0.240
O 1.30 -2.44 2.45 -0.218
C 0.98 -3.79 2.28 -0.328
P -0.70 -3.93 1.46 0.820
S -0.30 -3.62 -0.59 0.592
C -1.76 -2.51 2.00 -0.317
O -3.00 -2.89 2.57 -0.216
C -3.45 -1.86 3.48 -0.228
C -5.00 -1.87 3.43 -0.043
C -1.44 -5.60 1.58 -0.387
C -2.39 -5.85 2.77 -0.824
C -1.86 -5.40 4.15 -0.156
I -2.96 -7.94 2.75 0.866
H 3.19 -3.84 3.78 0.070
H 3.14 -2.20 4.53 0.087
H 4.51 -2.66 3.51 0.090
H 3.19 -2.54 1.44 0.132
H 2.85 -1.12 2.44 0.114
H 1.02 -4.38 3.21 0.111
H 1.67 -4.24 1.54 0.114
H -1.43 -3.05 -1.10 -0.132
H -1.97 -1.88 1.12 0.106
H -1.17 -1.87 2.68 0.111
H -3.06 -2.03 4.50 0.126
H -3.09 -0.87 3.18 0.119
H -5.45 -2.14 4.39 0.078
H -5.32 -2.61 2.69 0.081
H -5.35 -0.87 3.16 0.074
H -1.96 -5.83 0.65 0.083
H -0.59 -6.31 1.63 0.096
H -3.33 -5.33 2.55 0.056
H -1.36 -6.23 4.68 0.068
H -2.74 -5.17 4.76 0.089
H -1.25 -4.49 4.13 0.060
O -6.12 1.84 0.60 -0.218
P -7.07 1.02 -0.23 0.641
O -6.25 1.10 -1.67 -0.225
C -5.01 0.43 -1.79 -0.292
C -5.20 -1.07 -1.98 -0.080
O -8.21 2.17 -0.47 -0.244
C -8.57 3.07 0.59 -0.282
C -8.03 4.45 0.29 -0.072
O -8.07 -0.15 -0.83 -0.239
C -9.17 0.08 -1.72 -0.263
C -8.77 0.54 -3.10 -0.070
H -4.38 0.63 -0.92 0.101
H -4.51 0.85 -2.67 0.121
H -5.64 -1.52 -1.09 0.067
H -4.24 -1.56 -2.17 0.063
H -5.87 -1.27 -2.81 0.075
H -8.21 2.71 1.56 0.104
H -9.66 3.10 0.64 0.118
H -6.95 4.43 0.14 0.075
H -8.26 5.14 1.11 0.079
H -8.48 4.84 -0.63 0.079
H -9.90 0.75 -1.26 0.113
H -9.68 -0.88 -1.80 0.121
H -8.38 1.56 -3.09 0.074
H -9.64 0.52 -3.76 0.086
H -8.00 -0.11 -3.52 0.072
O 2.64 3.03 -1.61 -0.203
P 2.16 3.06 -0.17 0.682
O 0.72 2.27 -0.44 -0.225
C 0.76 0.89 -0.75 -0.279
C 1.01 0.05 0.49 -0.085
O 1.61 4.61 -0.20 -0.244
C 2.36 5.64 -0.86 -0.277
C 1.65 6.05 -2.14 -0.071
O 1.94 2.96 1.47 -0.238
C 1.04 3.79 2.23 -0.263
C -0.42 3.54 1.95 -0.071
H 1.52 0.69 -1.51 0.110
H -0.21 0.63 -1.18 0.117
H 2.01 0.25 0.90 0.065
H 0.96 -1.02 0.28 0.031
H 0.29 0.29 1.27 0.077
H 3.38 5.32 -1.06 0.106
H 2.41 6.49 -0.18 0.118
H 1.50 5.19 -2.79 0.074
H 2.23 6.80 -2.68 0.080
H 0.67 6.46 -1.91 0.079
H 1.30 4.84 2.12 0.115
H 1.25 3.54 3.27 0.120
H -0.71 3.89 0.96 0.075
H -1.03 4.07 2.69 0.086
H -0.65 2.47 2.00 0.065
O 8.32 2.03 -1.54 -0.214
P 7.96 1.03 -2.59 0.628
O 6.38 0.73 -2.24 -0.222
C 5.42 1.78 -2.45 -0.294
C 5.08 1.92 -3.92 -0.073
O 8.67 -0.29 -1.91 -0.252
C 9.90 -0.16 -1.19 -0.287
C 9.65 -0.32 0.30 -0.077
O 7.90 0.27 -4.06 -0.225
C 7.93 -1.14 -4.25 -0.270
C 6.69 -1.86 -3.76 -0.076
H 5.79 2.72 -2.04 0.110
H 4.53 1.51 -1.89 0.081
H 5.95 2.25 -4.49 0.073
H 4.28 2.65 -4.05 0.073
H 4.76 0.96 -4.33 0.073
H 10.38 0.80 -1.40 0.106
H 10.57 -0.95 -1.54 0.116
H 8.90 0.39 0.65 0.074
H 10.57 -0.18 0.87 0.078
H 9.26 -1.32 0.50 0.073
H 8.83 -1.57 -3.84 0.113
H 8.00 -1.28 -5.33 0.122
H 6.64 -1.87 -2.67 0.069
H 6.70 -2.90 -4.10 0.081
H 5.78 -1.38 -4.13 0.071
```

Properties
LUMO level = -3.18 eV
DFT total energy = -113818.1132 eV
charge = +1